Entry from the Open Molecules 2025 dataset: a cluster of 2 separate species, C23H50IN3O4PS in total at a distorted geometry (ωB97M-V/def2-TZVPD).

Cartesian coordinates (Å):
C: -1.235 7.068 -1.230
O: -2.293 6.421 -0.440
C: -2.434 4.989 -0.765
C: -3.017 4.249 0.598
C: -3.596 2.727 0.306
C: -2.518 1.538 0.696
C: -3.261 0.086 0.327
C: -2.363 -1.213 0.776
C: -2.515 -2.501 -0.256
C: -1.177 -2.682 -1.236
C: -1.189 -4.241 -1.735
C: -0.164 -5.244 -0.962
C: 1.340 -5.367 -1.549
N: 2.482 -4.525 -0.944
C: 3.675 -4.968 -1.530
S: 3.358 -6.281 -2.884
C: 1.619 -5.525 -3.181
C: 2.044 -4.218 -4.058
C: 0.954 -3.651 -5.124
C: 1.099 -4.283 -6.660
N: 1.628 -3.293 -7.674
P: 0.779 -7.038 -4.044
O: 1.737 -7.534 -5.457
I: -1.419 -6.482 -4.991
H: -0.369 6.360 -1.578
H: -0.729 7.878 -0.516
H: -1.727 7.646 -2.135
H: -1.433 4.461 -1.076
H: -3.185 4.885 -1.661
H: -2.235 4.280 1.480
H: -3.954 4.889 0.937
H: -4.007 2.587 -0.799
H: -4.530 2.560 1.025
H: -1.492 1.634 0.126
H: -2.286 1.621 1.855
H: -4.276 0.088 0.939
H: -3.500 0.108 -0.830
H: -1.240 -0.925 0.933
H: -2.771 -1.550 1.845
H: -2.629 -3.464 0.434
H: -3.511 -2.362 -0.869
H: -0.175 -2.382 -0.712
H: -1.418 -2.027 -2.205
H: -1.033 -4.287 -2.891
H: -2.290 -4.657 -1.534
H: -0.657 -6.306 -0.885
H: -0.071 -4.849 0.161
H: 1.672 -6.453 -1.177
H: 2.458 -3.800 -0.196
H: 4.757 -4.555 -1.265
H: 2.311 -3.323 -3.322
H: 3.042 -4.467 -4.649
H: -0.166 -3.697 -4.796
H: 1.196 -2.490 -5.263
H: 1.786 -5.228 -6.712
H: 0.013 -4.596 -7.041
H: 2.111 -2.477 -7.240
H: 0.890 -3.016 -8.357
H: 2.526 -6.929 -5.572
C: 1.923 3.448 7.565
O: 0.975 4.236 6.857
C: 1.561 5.342 6.159
C: 1.522 5.110 4.641
N: 2.450 4.048 4.238
C: 2.249 3.565 2.867
C: 0.879 2.949 2.517
O: 0.618 1.700 3.161
C: 0.140 1.811 4.493
H: 1.375 2.767 8.222
H: 2.520 2.845 6.877
H: 2.577 4.072 8.182
H: 2.577 5.562 6.509
H: 0.942 6.216 6.389
H: 1.795 6.038 4.125
H: 0.496 4.863 4.374
H: 2.343 3.259 4.868
H: 3.015 2.799 2.694
H: 2.462 4.385 2.170
H: 0.892 2.727 1.443
H: 0.047 3.646 2.664
H: -0.489 2.692 4.641
H: 0.979 1.810 5.192
H: -0.459 0.923 4.712

Forces on the atoms, in the same order (eV/Å):
0.332 1.465 0.349
1.842 -1.620 -1.386
-0.582 -0.668 0.753
-1.150 0.419 -0.744
0.192 -0.202 0.838
-0.866 -0.196 -0.164
0.509 0.898 0.573
-0.809 -0.186 0.446
0.687 0.376 1.250
-1.926 -0.473 -0.699
-0.576 -0.146 -0.132
-0.463 1.255 0.777
-1.215 -2.643 0.566
3.373 -2.232 -3.175
-2.341 0.302 0.224
0.727 2.705 2.570
2.113 1.606 -0.002
-0.334 1.150 -0.198
0.276 1.002 -1.011
-0.971 0.059 -0.257
-0.681 -0.108 0.775
0.519 -1.850 -0.503
0.046 2.579 2.376
0.509 0.226 0.040
-1.857 1.076 0.576
-1.182 -1.697 -1.572
1.139 -1.296 1.628
-1.629 1.256 0.574
1.267 0.017 1.709
-1.471 -0.173 -1.918
2.058 -1.168 -0.652
1.042 0.438 2.238
1.960 0.348 -1.562
-2.055 -0.141 0.986
-0.469 -0.304 -2.385
2.021 -0.130 -1.480
0.498 -0.215 2.342
-2.059 -0.479 -0.457
0.976 0.703 -2.312
0.272 1.901 -1.637
2.153 -0.441 1.017
-1.951 -0.419 -0.973
1.021 -1.179 2.224
-0.134 -0.083 2.153
2.455 0.852 -0.523
1.322 1.940 -0.373
-0.143 -0.935 -2.294
-0.844 2.164 -0.685
-0.196 -0.844 -0.861
-2.604 -1.033 -0.420
-0.485 -1.977 -1.434
-2.189 0.514 1.157
2.268 -0.093 -0.322
-0.527 -2.500 0.412
-1.313 1.624 0.422
2.465 0.443 0.969
-0.852 -0.959 -0.685
1.067 -0.043 1.114
-1.186 -0.865 -0.185
-0.379 0.011 0.041
0.571 0.123 0.050
-0.500 0.073 -0.436
0.508 -0.225 0.498
-0.287 -0.010 -0.110
-0.041 -0.183 0.329
0.389 -0.218 -0.275
-0.110 0.483 -0.154
0.071 -0.402 -0.063
-0.009 0.148 -0.128
0.233 -0.018 0.056
0.027 -0.062 -0.077
-0.057 -0.234 -0.063
0.066 -0.073 -0.044
-0.006 -0.070 0.040
-0.306 0.135 0.014
0.032 0.216 -0.096
-0.150 0.071 -0.075
-0.129 -0.018 0.055
0.007 -0.042 0.102
0.013 -0.008 0.215
0.131 0.050 0.015
-0.142 0.181 0.175
0.018 0.049 -0.122

Values from the calculation:
**HOMO energy**: -10.14 eV
**HOMO-LUMO gap**: 0.18572 hartree
**E_tot**: -65529.8981 eV
**Charge**: +1
**Multiplicity**: 1

These are the Löwdin partial charges, in e, on atoms 1 to 2:
1. C -0.131
2. O -0.261



Entry from the Open Molecules 2025 dataset: a structure of composition C23H50N2O2P3Y at a distorted geometry (ωB97M-V/def2-TZVPD).

Cartesian coordinates (Å):
Y: -0.555 -0.173 0.538
P: 0.190 2.657 0.095
C: -0.763 2.552 -1.417
C: -0.681 1.437 -2.286
N: -0.410 0.139 -1.799
C: -0.119 -0.839 -2.690
C: -0.090 -0.548 -4.038
C: -0.514 0.689 -4.530
C: -0.924 1.672 -3.659
C: 0.297 -2.239 -2.317
P: -0.318 -2.820 -0.652
H: -1.319 2.646 -3.983
H: 0.244 -1.346 -4.700
H: -0.497 0.885 -5.594
H: 0.056 -2.908 -3.162
H: 1.392 -2.258 -2.246
H: -3.173 1.795 0.069
H: -1.603 3.204 -1.560
H: -4.522 -2.451 2.050
O: -2.705 1.349 0.738
H: -3.392 0.729 1.106
H: 0.576 -1.717 0.075
O: -3.711 -2.788 2.426
H: -3.108 -1.983 2.493
C: -1.954 -3.635 -1.174
H: -2.020 -4.404 -1.979
H: -2.409 -4.125 -0.301
H: -2.681 -2.876 -1.494
C: 0.687 -4.300 -0.257
H: 0.460 -4.526 0.792
H: 0.586 -5.243 -0.817
H: 1.746 -4.030 -0.258
C: 1.550 3.506 -0.803
H: 1.119 4.444 -1.183
H: 2.444 3.700 -0.202
H: 1.805 2.879 -1.670
C: -0.663 3.926 1.133
H: -0.113 4.010 2.084
H: -0.661 4.893 0.613
H: -1.699 3.624 1.358
C: 4.033 -1.677 1.537
C: 3.719 -0.284 2.105
C: 4.890 0.180 2.989
C: 3.562 0.665 0.907
P: 2.081 -0.341 3.053
N: 0.906 -0.378 1.974
C: 2.014 -1.879 4.150
C: 3.318 -2.109 4.943
C: 0.838 -1.757 5.133
C: 1.734 -3.104 3.266
C: 1.886 1.214 4.122
C: 0.398 1.385 4.471
C: 2.718 1.160 5.419
C: 2.308 2.448 3.311
H: 4.877 -1.578 0.839
H: 3.181 -2.073 0.968
H: 4.339 -2.399 2.303
H: 5.810 0.113 2.388
H: 4.793 1.221 3.313
H: 5.034 -0.459 3.868
H: 2.683 0.388 0.312
H: 3.466 1.717 1.189
H: 4.449 0.571 0.264
H: 3.581 -1.264 5.590
H: 3.164 -2.978 5.602
H: 4.173 -2.348 4.299
H: -0.093 -1.513 4.605
H: 0.695 -2.735 5.619
H: 1.013 -1.029 5.933
H: 0.891 -2.902 2.593
H: 2.597 -3.409 2.667
H: 1.473 -3.954 3.915
H: 0.031 0.620 5.160
H: 0.261 2.365 4.953
H: -0.224 1.358 3.566
H: 3.789 1.015 5.232
H: 2.614 2.129 5.933
H: 2.368 0.394 6.120
H: 3.386 2.496 3.126
H: 1.764 2.494 2.357
H: 2.041 3.352 3.881

Forces on the atoms, in the same order (eV/Å):
0.531 1.146 1.809
-0.219 0.043 -0.280
-1.007 -0.688 1.169
-0.670 -1.256 -0.422
0.749 0.925 -0.935
0.031 0.821 -0.264
-0.082 -0.011 -0.773
0.059 -0.322 -0.308
0.286 -0.066 0.583
0.076 0.067 0.648
-0.935 -1.434 -2.139
0.398 -0.520 0.116
-0.155 0.383 -0.085
-0.136 -0.126 -0.006
-0.177 0.080 0.700
-0.039 0.117 0.062
-0.823 1.140 -1.592
-0.047 0.677 -0.456
-0.529 0.076 -0.091
0.125 -2.694 1.952
0.663 1.028 -0.223
1.044 -0.961 -0.242
1.828 1.572 -0.005
-1.289 -1.669 0.140
-1.122 -0.313 0.059
0.963 0.458 0.348
0.249 0.263 0.031
0.282 0.149 0.189
0.588 0.320 1.039
-0.007 -0.108 -0.094
-0.523 0.782 -0.228
-0.038 0.085 -0.059
0.296 0.199 0.119
0.333 -0.179 0.139
-0.181 -0.029 -0.072
0.081 0.161 0.358
0.223 -0.045 -0.208
-0.209 0.056 -0.346
-0.030 -0.182 0.225
0.469 0.048 -0.113
0.181 -0.046 -0.193
-0.086 0.154 0.468
0.357 -0.084 -0.171
0.034 0.056 -0.216
0.016 -0.001 -0.200
-1.123 -0.043 -0.480
0.348 0.197 0.014
-0.055 -0.204 0.220
-0.099 -0.169 0.115
-0.029 -0.212 -0.084
0.172 -0.315 0.058
-0.102 0.081 0.078
0.013 0.298 0.139
-0.080 0.277 0.023
-0.185 -0.005 0.173
0.146 0.027 0.133
-0.139 0.214 -0.242
-0.188 0.040 0.167
0.059 -0.321 -0.065
-0.039 0.233 -0.236
0.152 0.038 0.053
0.055 -0.272 -0.045
-0.146 0.026 0.182
-0.041 -0.266 -0.227
0.031 0.213 -0.180
-0.253 0.083 0.188
0.145 -0.033 0.155
0.048 0.253 -0.134
-0.084 -0.199 -0.276
0.101 -0.090 0.133
-0.243 0.083 0.152
0.037 0.238 -0.151
0.066 0.244 -0.167
0.050 -0.226 -0.089
0.118 0.048 0.151
-0.326 -0.001 0.072
0.005 -0.239 -0.133
0.124 0.220 -0.224
-0.366 0.019 -0.001
0.208 -0.055 0.168
0.062 -0.253 -0.073

Values from the calculation:
**HOMO energy (spin up / spin down)**: -13.41 / -12.78 eV
**HOMO-LUMO gap (spin up / spin down)**: 0.24057 / 0.20247 hartree
**E_tot**: -60632.3675 eV
**Charge**: +2
**Multiplicity**: 1

These are the Löwdin partial charges, in e, on atoms 1 to 2:
1. Y 1.137
2. P 0.823